Density functional theory data (ωB97M-V with the def2-TZVPD basis set) for a molecular structure, C12H28BiNO2P2.

```
46
Properties=species:S:1:pos:R:3
C 3.11 -1.32 -0.53
C 1.86 -0.77 -0.82
N 1.43 0.32 -0.16
C 2.07 0.72 0.95
C 3.30 0.17 1.33
C 3.84 -0.85 0.56
C 0.92 -1.56 -1.68
P -0.47 -0.58 -2.40
Bi -0.94 1.70 -1.03
P -0.31 2.12 1.57
C 1.50 1.85 1.77
O 0.10 -3.23 0.06
O -0.61 -2.05 2.01
H 3.45 -2.14 -1.16
H 3.79 0.56 2.22
H 4.80 -1.30 0.81
C -0.08 -0.13 -4.13
C -1.75 -1.87 -2.59
H 1.68 1.66 2.84
H 2.00 2.81 1.56
H 0.50 -2.34 -1.04
H 1.48 -2.06 -2.49
C -0.62 3.78 2.23
C -1.02 0.92 2.73
H -2.01 -2.40 1.64
H -0.32 -2.47 2.81
H -0.11 -2.65 0.97
H 0.66 -4.00 0.00
H -0.36 3.13 -1.88
H -2.84 -2.47 1.38
H 0.16 -1.01 -4.74
H -0.96 0.36 -4.59
H 0.77 0.56 -4.17
H -1.56 -2.48 -3.49
H -1.74 -2.53 -1.72
H -2.74 -1.40 -2.69
H -0.61 1.13 3.72
H -2.12 1.05 2.74
H -0.76 -0.13 2.45
H -0.26 3.84 3.27
H -0.08 4.52 1.63
H -1.70 3.97 2.23
C -3.13 1.63 -0.59
H -3.46 2.68 -0.67
H -3.29 1.29 0.44
H -3.58 0.98 -1.36
```

Summary:
* ΔE to the lowest compared entry with this formula, charge and spin: 16.8 kcal/mol
* DFT total energy: -1576.35566 Eh
* highest occupied orbital energy: -0.2209 hartree
* M: 489.29 g/mol

=====

Density functional theory data (ωB97M-V with the def2-TZVPD basis set) for 2 unconnected molecules or ions with the total composition C12H28ClN4O2.

```
47
Properties=species:S:1:pos:R:3
C 2.40 -1.42 1.35
C 3.37 -0.15 1.21
O 3.00 0.90 2.13
C 2.16 1.88 1.49
N 0.77 1.62 1.95
C 0.27 2.65 2.89
C -0.62 2.04 4.08
C -0.02 0.71 4.65
Cl -0.49 3.29 5.43
C -0.12 1.34 0.90
N -1.50 1.77 0.92
N 0.22 0.65 -0.17
C -0.72 0.37 -1.31
C -1.77 -0.78 -1.02
N -3.08 -0.29 -1.55
H 2.33 -1.92 0.34
H 1.41 -1.13 1.78
H 2.90 -2.13 2.06
H 4.38 -0.52 1.56
H 3.51 0.18 0.15
H 2.29 1.90 0.38
H 2.55 2.86 1.87
H -0.33 3.47 2.40
H 1.10 3.18 3.42
H -1.71 2.00 3.83
H 0.94 0.93 5.20
H -0.73 0.30 5.41
H 0.21 -0.07 3.88
H -1.92 1.50 1.81
H -1.57 2.77 0.74
H 1.16 0.27 -0.27
H -0.14 0.09 -2.25
H -1.23 1.34 -1.57
H -1.48 -1.70 -1.60
H -1.80 -0.96 0.09
H -3.43 -0.92 -2.27
H -3.74 -0.17 -0.79
C -2.10 -2.21 -4.81
C -0.60 -2.09 -4.66
O -0.10 -1.10 -4.16
C 0.24 -3.23 -5.16
H -2.57 -1.31 -4.41
H -2.36 -2.30 -5.86
H -2.46 -3.07 -4.25
H 0.08 -3.37 -6.23
H -0.02 -4.14 -4.62
H 1.29 -3.01 -4.99
```

Summary:
* DFT total energy: -1303.44207 Eh
* charge: +1
* highest occupied orbital energy: -0.4521 hartree
* M: 295.83 g/mol

=====

> Among the records above, which one has the lowest M?

C12H28ClN4O2

=====

> Look up the DFT total energy of the second one.

-1303.44207 Eh